Entry 1:
The following is a DFT calculation (the ωB97M-V functional and the def2-TZVPD basis) of the molecule C5H7NO.

The geometry in XYZ format:
```
14
Properties=species:S:1:pos:R:3:lowdin_charge:R:1
O 1.49 -0.79 -0.26 0.02
C 0.17 0.24 0.08 -0.42
C -0.61 0.35 -1.19 -0.11
C -1.17 -0.94 -1.64 -0.21
N -1.59 -1.96 -1.97 0.15
C 0.79 1.09 1.02 -0.11
C -0.27 0.11 1.49 -0.11
H 1.35 -1.67 0.14 0.12
H -1.44 1.05 -1.01 0.14
H 0.01 0.77 -1.99 0.13
H 1.87 -0.09 0.49 0.14
H 0.70 2.17 1.04 0.07
H -1.30 0.41 1.68 0.10
H 0.02 -0.75 2.09 0.09
```

For the gap between HOMO and LUMO, the calculation gives 9.00 eV. The value obtained for the energy above the lowest of the compared OMol25 structures with the same formula, charge and spin is 475.82 kJ/mol.

***

Entry 2:
The following is a DFT calculation (the ωB97M-V functional and the def2-TZVPD basis) of a structure of composition C25H10Br4ClN5O5ReS.

The geometry in XYZ format:
```
52
Properties=species:S:1:pos:R:3:lowdin_spin:R:1
Re -0.47 0.80 -0.38 1.10
Br 1.59 6.42 4.42 -0.01
C 1.21 4.89 3.44 -0.01
C 0.76 3.66 4.18 0.04
Br 0.67 3.75 6.00 0.02
C 0.41 2.49 3.55 -0.01
Br -0.18 0.96 4.45 -0.01
C 0.49 2.43 2.14 0.00
O 0.17 1.40 1.51 -0.01
C 1.03 3.64 1.35 0.00
O 1.21 3.51 0.17 0.02
C 1.35 4.88 2.11 0.02
Br 1.94 6.31 1.10 0.01
S 5.71 -3.44 -1.22 0.00
N 4.39 -3.71 -0.34 0.00
C 3.60 -2.66 -0.51 0.00
C 2.29 -2.48 0.10 0.00
C 1.69 -3.39 0.97 0.00
C 0.45 -3.10 1.50 0.00
C -0.18 -1.91 1.14 0.01
N 0.38 -1.04 0.29 0.00
C 1.61 -1.31 -0.22 0.00
C 2.17 -0.30 -1.10 0.01
N 1.42 0.81 -1.32 0.01
C 1.90 1.78 -2.11 0.03
C 3.14 1.69 -2.71 0.00
C 3.91 0.56 -2.50 0.03
C 3.42 -0.46 -1.68 0.00
C 4.15 -1.68 -1.37 0.00
N 5.34 -2.00 -1.84 0.00
H 2.21 -4.30 1.22 0.00
H -0.04 -3.77 2.18 0.00
H -1.15 -1.64 1.53 0.00
H 1.27 2.65 -2.25 0.00
H 3.49 2.49 -3.34 0.00
H 4.89 0.45 -2.96 0.00
O -1.48 3.24 -1.62 -0.16
N -1.09 2.30 -1.10 -0.13
Cl -7.52 -3.62 -1.56 0.00
C -6.09 -2.70 -1.32 0.00
C -5.10 -2.72 -2.29 0.00
C -3.95 -1.98 -2.10 0.00
C -3.80 -1.23 -0.93 0.00
C -4.81 -1.22 0.05 0.00
C -5.95 -1.96 -0.15 0.00
C -2.60 -0.46 -0.72 0.01
O -2.35 0.22 0.35 0.01
O -1.65 -0.40 -1.60 0.01
H -5.24 -3.30 -3.19 0.00
H -3.18 -1.97 -2.85 0.00
H -4.68 -0.63 0.94 0.00
H -6.75 -1.96 0.58 0.00
```

For the gap between HOMO and LUMO (alpha / beta), the calculation gives 5.51 / 5.34 eV. The value obtained for the energy above the lowest of the compared OMol25 structures with the same formula, charge and spin is 0.00 kJ/mol. The multiplicity is 2. The net charge is +2.

***

Entry 3:
The following is a DFT calculation (the ωB97M-V functional and the def2-TZVPD basis) of a cluster of 2 separate species, CH4BrFSi in total in a non-equilibrium geometry.

The geometry in XYZ format:
```
8
Properties=species:S:1:pos:R:3:lowdin_charge:R:1
C -0.92 -0.44 -0.37 -0.27
F 0.29 2.74 -0.31 -0.67
Si 0.58 -0.20 0.76 0.62
Br 2.59 -1.10 -0.01 0.25
H -1.68 0.36 -0.12 0.06
H -0.46 0.00 -1.36 0.08
H -1.31 -1.39 -0.71 0.02
H 0.90 0.02 2.12 -0.09
```

For the gap between HOMO and LUMO, the calculation gives 7.14 eV. The value obtained for the energy above the lowest of the compared OMol25 structures with the same formula, charge and spin is 545.23 kJ/mol.